No. 1
Here is a cluster of 7 separate species, C31H74F5O12P2 in total at a distorted geometry from the Open Molecules 2025 dataset. Energies are from ωB97M-V/def2-TZVPD.

Structure (ORCA input):
```
! RIJCOSX wB97M-V def2-TZVPD def2/J DEFGRID3
* xyz -1 1
C -2.54975 1.18411 3.99945
O -1.33847 0.68157 3.35203
C -0.55913 -0.06659 4.35986
P 1.34330 0.49375 4.37836
O 0.93888 1.44855 5.78360
C 3.16931 1.03997 4.37605
C 3.63930 1.96776 5.58595
C 3.30677 3.50862 5.42725
O 3.73177 4.15437 4.45185
O 2.55620 4.23767 6.39666
P 0.85299 2.09919 2.93647
O 0.73327 3.65371 3.64466
O 1.77483 2.03069 1.48649
C 1.69805 -1.07246 5.44042
F 0.57881 -1.49619 6.24613
F 2.75780 -0.89813 6.40534
C 2.11613 -2.37717 4.61172
F 3.27986 -2.25849 3.85251
F 2.39127 -3.39883 5.57551
F 1.12121 -2.90129 3.78534
H -3.15506 1.83182 3.26769
H -2.26621 1.90936 4.84949
H -3.18729 0.31150 4.36246
H -1.08429 0.18624 5.34094
H -0.68612 -1.15719 4.06516
H 1.64411 -0.33966 3.20738
H 0.15323 2.00711 5.63637
H 3.89104 0.13919 4.38245
H 3.44009 1.60981 3.41231
H 4.79156 1.91039 5.58466
H 3.35396 1.56792 6.62380
H 2.35696 3.62250 7.13541
H 1.28025 4.26943 3.10029
H 1.51936 1.25886 0.93843
C -3.05930 1.20452 -1.12564
C -3.75448 2.27061 -0.29839
O -2.87022 3.00114 0.53827
C -1.83515 3.72199 -0.11507
C -2.34800 4.77224 -1.08575
H -2.52559 0.50574 -0.47634
H -3.78989 0.64567 -1.71686
H -2.32973 1.63186 -1.81521
H -4.47850 1.78785 0.36317
H -4.32774 2.95622 -0.93379
H -1.14495 3.02997 -0.60857
H -1.26018 4.21888 0.66989
H -2.92243 4.32840 -1.90215
H -1.51338 5.32376 -1.52609
H -3.00478 5.47981 -0.57143
C -6.23886 4.28710 7.78737
C -5.87168 3.28525 6.70674
O -4.59974 2.68347 6.89862
C -4.42584 1.94484 8.09849
C -5.39044 0.78082 8.24245
H -5.48236 5.07339 7.85262
H -7.20516 4.74800 7.56557
H -6.31025 3.81923 8.77100
H -5.82560 3.80282 5.74565
H -6.64311 2.51366 6.60427
H -4.48123 2.61266 8.96519
H -3.40501 1.55543 8.07623
H -6.42984 1.11420 8.28266
H -5.18246 0.22495 9.16006
H -5.29812 0.10101 7.39107
C 1.53687 -6.96307 0.43775
C 1.16389 -6.04878 -0.71581
O 0.04083 -5.22272 -0.44572
C 0.16794 -4.32777 0.65398
C 1.30793 -3.33713 0.50446
H 0.68988 -7.59743 0.71217
H 2.37817 -7.60317 0.15852
H 1.82621 -6.40086 1.32707
H 0.89506 -6.66157 -1.58041
H 2.01758 -5.43594 -1.02628
H 0.25412 -4.88913 1.59011
H -0.77321 -3.77553 0.71347
H 2.27834 -3.83577 0.45265
H 1.33049 -2.65143 1.35387
H 1.19028 -2.75508 -0.41434
C 0.88001 1.12111 -5.00752
C 0.29649 0.73907 -3.65900
O -0.94891 0.05766 -3.74871
C -0.94580 -1.17086 -4.45935
C -0.01523 -2.21420 -3.86580
H 0.17673 1.74470 -5.56595
H 1.81146 1.67706 -4.87497
H 1.09886 0.24500 -5.62111
H 0.10867 1.64964 -3.08454
H 1.00878 0.14730 -3.07355
H -0.71957 -0.99585 -5.51699
H -1.96997 -1.55149 -4.42389
H 1.02750 -1.89030 -3.88692
H -0.08526 -3.15053 -4.42529
H -0.27550 -2.40880 -2.82170
C 5.39230 3.62977 -7.45480
C 3.87529 3.56923 -7.42697
O 3.33565 3.44019 -6.11896
C 3.63627 4.48717 -5.20643
C 3.14134 5.84980 -5.65820
H 5.81913 2.74107 -6.98284
H 5.75132 3.68559 -8.48587
H 5.77620 4.50041 -6.92025
H 3.54631 2.68871 -7.98419
H 3.43562 4.43591 -7.93313
H 4.71063 4.50782 -4.99541
H 3.14408 4.22795 -4.26571
H 3.61169 6.16629 -6.59169
H 3.36182 6.60545 -4.90045
H 2.06137 5.82692 -5.82798
C 0.70927 -7.45845 -5.34585
C 0.88370 -6.04122 -5.86180
O 1.19835 -5.97539 -7.24721
C 0.24053 -6.53043 -8.13601
C -1.12392 -5.86896 -8.05179
H 1.61195 -8.04662 -5.53106
H 0.51128 -7.44941 -4.27098
H -0.12139 -7.97160 -5.83385
H 1.71721 -5.57359 -5.33245
H 0.00058 -5.42986 -5.64622
H 0.16443 -7.61230 -7.98239
H 0.63796 -6.39127 -9.14469
H -1.57522 -5.98827 -7.06472
H -1.80547 -6.30656 -8.78547
H -1.04086 -4.79599 -8.24534
*
```

As for the gap between HOMO and LUMO: 4.50 eV. As for the total energy: -3310.27780 Eh. The LUMO energy is 2.1 eV. The calculation puts the HOMO energy at -2.44 eV.


No. 2
Here is a cluster of 2 separate species, C3H9BOS in total at a distorted geometry from the Open Molecules 2025 dataset. Energies are from ωB97M-V/def2-TZVPD.

Structure (ORCA input):
```
! RIJCOSX wB97M-V def2-TZVPD def2/J DEFGRID3
* xyz 0 1
B -1.95706 -0.49616 0.27973
C -2.40641 0.35026 1.53059
C -0.06977 -2.08564 -0.53491
C 3.89449 0.15843 0.32063
O -1.21691 -1.29358 -0.30243
S 2.01974 0.23840 0.51924
H -2.15163 -0.05237 2.63885
H -3.31703 0.84934 1.48721
H -1.66647 1.27552 1.39688
H 0.79227 -1.48938 -0.32165
H -0.14707 -2.51133 -1.62997
H -0.12181 -2.87926 0.15367
H 4.38987 0.95570 0.95047
H 4.11290 0.65669 -0.69793
H 4.25818 -0.85015 0.37271
*
```

As for the gap between HOMO and LUMO: 4.02 eV. The energy above the lowest of the compared OMol25 structures with the same formula, charge and spin is 119.8 kcal/mol. As for the total energy: -617.83405 Eh. The LUMO energy is -1.7 eV. The calculation puts the HOMO energy at -5.71 eV.


No. 3
Here is a cluster of 2 separate species, C3H8NO2 in total at a distorted geometry from the Open Molecules 2025 dataset. Energies are from ωB97M-V/def2-TZVPD.

Structure (ORCA input):
```
! RIJCOSX wB97M-V def2-TZVPD def2/J DEFGRID3
* xyz 1 1
O -1.33024 -1.35341 -0.89235
C -2.31335 -0.85755 -0.41105
O -2.31484 0.39743 0.00759
H -3.26640 -1.39548 -0.34248
H -3.05100 0.59022 0.62236
C 1.24869 0.79024 -0.02477
C 1.78664 1.07481 1.13367
N 1.16651 -0.56686 -0.54457
H 0.87973 1.58122 -0.66645
H 1.77681 2.10604 1.44085
H 2.27084 0.34285 1.76083
H 1.53960 -0.61317 -1.49233
H 0.11680 -0.83920 -0.71376
H 1.49020 -1.25712 0.12246
*
```

As for the gap between HOMO and LUMO: 11.98 eV. The energy above the lowest of the compared OMol25 structures with the same formula, charge and spin is 29.0 kcal/mol. As for the total energy: -324.08111 Eh. The LUMO energy is -3.0 eV. The calculation puts the HOMO energy at -14.97 eV.


No. 4
Here is a cluster of 3 separate species, C4H7NO2 in total at a distorted geometry from the Open Molecules 2025 dataset. Energies are from ωB97M-V/def2-TZVPD.

Structure (ORCA input):
```
! RIJCOSX wB97M-V def2-TZVPD def2/J DEFGRID3
* xyz 0 1
C 0.27772 0.14518 -1.71188
C -0.75764 -0.83568 -1.23561
C 1.07575 -0.73141 1.53473
N 1.25468 0.52191 1.57642
C -1.65652 1.68113 1.49642
O -2.22538 2.17565 0.64797
O -1.43315 -0.69980 -0.24112
H 0.61654 0.78126 -0.88948
H -0.16844 0.76948 -2.49690
H 1.12625 -0.38114 -2.16256
H -0.89403 -1.73597 -1.87199
H 1.51316 -1.29657 0.70644
H 0.50047 -1.31310 2.26357
H 0.77058 0.91907 2.38399
*
```

As for the gap between HOMO and LUMO: 11.00 eV. The energy above the lowest of the compared OMol25 structures with the same formula, charge and spin is 54.1 kcal/mol. As for the total energy: -361.79461 Eh. The LUMO energy is 1.0 eV. The calculation puts the HOMO energy at -9.99 eV.


No. 5
Here is the ion CNO2S2 with charge -1 at a distorted geometry from the Open Molecules 2025 dataset. Energies are from ωB97M-V/def2-TZVPD.

Structure (ORCA input):
```
! RIJCOSX wB97M-V def2-TZVPD def2/J DEFGRID3
* xyz -1 1
C 0.67601 -0.58052 -0.01884
N 1.57798 -1.28137 -0.10159
O -0.71528 0.87190 1.40107
O -0.73698 1.56388 -1.08034
S -2.04549 -0.99976 -0.19682
S -0.75563 0.39552 0.06499
*
```

As for the gap between HOMO and LUMO: 8.50 eV. As for the structure (SMILES): N#CS(=O)(=O)[S-]. The energy above the lowest of the compared OMol25 structures with the same formula, charge and spin is 38.5 kcal/mol. As for the total energy: -1039.73891 Eh. The LUMO energy is 3.6 eV. The calculation puts the HOMO energy at -4.87 eV.


No. 6
Here is a structure of composition C38H40ClF3N4O2PSe2V at a distorted geometry from the Open Molecules 2025 dataset. Energies are from ωB97M-V/def2-TZVPD.

Structure (ORCA input):
```
! RIJCOSX wB97M-V def2-TZVPD def2/J DEFGRID3
* xyz -1 2
V -1.53541 -0.41921 0.28874
O -3.73611 -3.30517 2.67240
C -2.61764 -4.07582 3.00857
C -1.26958 -3.70354 2.34991
C -0.31661 -4.84667 2.77607
O 1.03991 -4.65333 2.43470
C -1.30480 -3.73792 0.81080
Se -2.55692 -2.58545 -0.18356
C -0.67950 -2.41808 2.94256
Se -1.64845 -0.69973 2.77851
H -3.49305 -2.36810 2.76644
H -2.87154 -5.10599 2.73277
H -2.46059 -4.05386 4.10064
H -0.68813 -5.78961 2.34706
H -0.33683 -4.94125 3.86561
H 1.09328 -4.48311 1.48736
H -1.53315 -4.75914 0.49044
H -0.33230 -3.43440 0.41459
H 0.29633 -2.22489 2.49989
H -0.55705 -2.55518 4.01978
Cl -3.78585 0.47949 0.44800
C -3.61275 1.94132 1.35237
C -4.69981 2.44323 2.04734
C -4.58122 3.66132 2.69629
C -3.39444 4.37685 2.62454
C -2.31261 3.86169 1.93339
C -2.39523 2.61839 1.30748
P -1.00593 1.85963 0.38483
C -0.89953 3.20130 -0.89378
C -2.09602 3.53420 -1.53667
C -2.11781 4.41438 -2.60469
C -0.93487 4.96671 -3.07415
C 0.26052 4.63148 -2.45796
C 0.28092 3.76202 -1.37779
C 0.45807 2.18308 1.41623
C 0.39907 2.46819 2.77803
C 1.56788 2.59448 3.51163
C 2.80369 2.43452 2.90506
C 2.87140 2.09708 1.56122
C 1.70553 1.94276 0.83244
H -5.62834 1.89016 2.06537
H -5.42797 4.05362 3.24262
H -3.31888 5.34876 3.09339
H -1.39159 4.42507 1.85288
H -3.02823 3.10487 -1.18690
H -3.05810 4.65890 -3.08196
H -0.94648 5.65402 -3.90991
H 1.19270 5.03545 -2.83128
H 1.22304 3.53064 -0.90238
H -0.55319 2.56875 3.27912
H 1.51556 2.81192 4.57108
H 3.71285 2.53492 3.48394
H 3.83026 1.91710 1.09241
H 1.74856 1.59529 -0.19284
C 0.30375 0.60700 -2.93448
N 0.29919 0.57363 -4.39971
C -1.04050 0.94723 -4.85637
N -2.07381 0.05550 -4.33255
C -2.01812 0.10668 -2.86949
N -0.70143 -0.28443 -2.35438
C -0.40214 -1.64596 -2.82292
N -0.42984 -1.73345 -4.28598
C 0.55344 -0.80227 -4.82817
C -1.75300 -1.31367 -4.74351
H 0.10679 1.63038 -2.61971
H 1.29092 0.30321 -2.57410
H -1.06330 0.90909 -5.94956
H -1.25211 1.97036 -4.53121
H -2.77701 -0.57301 -2.46850
H -2.23477 1.13043 -2.55226
H -1.13572 -2.33758 -2.40781
H 0.58993 -1.92321 -2.45917
H 0.51643 -0.84289 -5.92131
H 1.55171 -1.10032 -4.49720
H -2.50099 -1.99171 -4.32673
H -1.78291 -1.36810 -5.83575
F 7.72584 -2.58638 0.34116
C 6.97443 -2.33506 1.43251
F 7.53820 -1.25722 2.03842
F 7.19120 -3.37113 2.28332
C 5.53465 -2.12161 1.12935
C 4.67891 -1.75865 2.17184
C 3.34910 -1.51903 1.92100
C 2.82922 -1.62138 0.61336
C 3.69907 -2.02482 -0.41411
C 5.03281 -2.27081 -0.15902
C 1.47390 -1.31401 0.39275
C 0.29704 -0.97104 0.27405
H 5.07383 -1.66522 3.17541
H 2.67934 -1.22785 2.71792
H 3.31400 -2.12895 -1.42001
H 5.68891 -2.58484 -0.95970
*
```

As for the gap between HOMO and LUMO (alpha / beta): 5.60 / 5.10 eV. The energy above the lowest of the compared OMol25 structures with the same formula, charge and spin is 10.4 kcal/mol. As for the total energy: -8689.54939 Eh. The LUMO energy (alpha / beta) is 2.3 / 2.3 eV. The calculation puts the HOMO energy (alpha / beta) at -3.32 / -2.82 eV.